A molecular structure, C27H63Br6Cl3O16P4 in a non-equilibrium geometry, computed with ωB97M-V with the def2-TZVPD basis set.

Properties
**Highest occupied orbital energy (alpha / beta)**: -1.06 / -6.31 eV
**Energy relative to the best compared isomer or geometry (same formula, charge and spin)**: 111.3 kJ/mol
**Orbital gap (alpha / beta)**: 2.64 / 7.96 eV
**LUMO level (alpha / beta)**: 1.6 / 1.6 eV
**Charge**: -1
**<S²>**: 0.754
**2S+1**: 2

Cartesian coordinates (Å):
C (-7.30, 15.32, -18.59)
Br (-7.98, 16.94, -19.63)
Br (-7.75, 15.27, -16.62)
Br (-5.35, 15.13, -18.75)
H (-7.80, 14.56, -19.19)
C (-11.24, 11.58, -20.02)
Br (-10.30, 13.28, -19.70)
Br (-10.82, 10.31, -18.47)
Br (-10.56, 10.89, -21.78)
H (-12.31, 11.67, -20.21)
C (-13.78, 16.42, -26.60)
C (-14.00, 16.55, -25.02)
O (-12.85, 15.97, -24.39)
P (-12.84, 14.63, -23.44)
O (-11.56, 14.03, -23.11)
O (-13.80, 15.01, -22.11)
C (-13.43, 14.64, -20.71)
C (-14.47, 15.15, -19.68)
O (-13.73, 13.68, -24.38)
C (-14.37, 12.47, -23.87)
C (-14.04, 11.22, -24.83)
H (-14.07, 15.44, -26.97)
H (-14.40, 17.06, -27.24)
H (-12.79, 16.64, -26.99)
H (-14.31, 17.55, -24.74)
H (-14.89, 16.02, -24.67)
H (-13.41, 13.57, -20.51)
H (-12.51, 15.10, -20.36)
H (-15.48, 14.88, -19.99)
H (-14.14, 14.94, -18.66)
H (-14.47, 16.24, -19.64)
H (-14.25, 12.16, -22.83)
H (-15.44, 12.68, -23.86)
H (-14.62, 11.34, -25.74)
H (-12.99, 11.31, -25.13)
H (-14.37, 10.25, -24.45)
C (-9.31, 9.18, -24.92)
C (-10.20, 8.51, -26.00)
O (-11.54, 8.83, -25.61)
P (-12.79, 7.84, -26.07)
O (-12.38, 6.58, -26.75)
O (-13.70, 7.67, -24.79)
C (-14.24, 6.31, -24.42)
C (-13.21, 5.62, -23.62)
O (-13.69, 8.86, -26.94)
C (-14.72, 8.35, -27.80)
C (-15.61, 9.52, -28.27)
H (-8.26, 8.96, -25.13)
H (-9.55, 10.21, -25.19)
H (-9.63, 9.08, -23.88)
H (-10.09, 8.82, -27.04)
H (-10.11, 7.43, -25.95)
H (-15.26, 6.48, -24.08)
H (-14.33, 5.68, -25.30)
H (-13.49, 4.57, -23.57)
H (-12.19, 5.71, -24.00)
H (-13.14, 5.85, -22.56)
H (-14.26, 7.85, -28.64)
H (-15.39, 7.65, -27.30)
H (-14.91, 10.30, -28.60)
H (-16.17, 9.29, -29.18)
H (-16.43, 9.81, -27.62)
C (-13.29, 12.69, -16.83)
C (-13.69, 13.15, -15.43)
O (-14.32, 14.40, -15.57)
P (-15.42, 14.91, -14.53)
O (-16.37, 13.83, -14.07)
O (-14.65, 15.66, -13.35)
C (-13.32, 16.24, -13.50)
C (-13.46, 17.77, -13.47)
O (-16.25, 16.03, -15.28)
C (-17.26, 16.71, -14.51)
C (-18.42, 17.22, -15.42)
H (-14.14, 12.35, -17.43)
H (-12.91, 13.49, -17.46)
H (-12.62, 11.83, -16.77)
H (-14.26, 12.43, -14.85)
H (-12.81, 13.34, -14.82)
H (-12.77, 15.96, -12.61)
H (-12.76, 15.90, -14.38)
H (-14.16, 18.08, -12.70)
H (-12.51, 18.30, -13.42)
H (-13.90, 18.02, -14.43)
H (-17.67, 16.06, -13.73)
H (-16.79, 17.52, -13.95)
H (-18.80, 16.43, -16.07)
H (-19.27, 17.56, -14.83)
H (-18.16, 17.98, -16.15)
C (-17.64, 7.44, -17.96)
C (-16.33, 8.13, -17.56)
O (-15.93, 9.30, -18.28)
P (-15.13, 9.39, -19.71)
O (-14.97, 10.76, -20.27)
O (-15.87, 8.26, -20.64)
C (-16.24, 8.65, -21.92)
C (-17.18, 7.51, -22.42)
O (-13.73, 8.80, -19.24)
C (-13.18, 7.69, -19.79)
C (-12.59, 6.91, -18.66)
H (-18.38, 8.21, -17.75)
H (-17.51, 7.02, -18.96)
H (-18.03, 6.72, -17.24)
H (-16.25, 8.40, -16.51)
H (-15.63, 7.31, -17.72)
H (-16.81, 9.58, -21.85)
H (-15.37, 8.83, -22.56)
H (-18.05, 7.46, -21.76)
H (-17.72, 7.63, -23.36)
H (-16.75, 6.51, -22.42)
H (-13.91, 7.02, -20.23)
H (-12.39, 7.88, -20.52)
H (-13.30, 6.11, -18.44)
H (-11.68, 6.33, -18.77)
H (-12.48, 7.58, -17.81)
C (-7.42, 9.92, -20.72)
Cl (-7.24, 11.66, -20.56)
Cl (-6.33, 9.23, -19.44)
Cl (-6.84, 9.37, -22.32)
H (-8.40, 9.52, -20.46)

Löwdin population analysis, charges in e, atoms 1 to 5:
1 C -1.531
2 Br 0.292
3 Br 0.295
4 Br 0.370
5 H -0.139